# 1
Computed, not measured: a 5-piece molecular cluster, C29H56Cl6N3O3 overall at a distorted geometry, with ωB97M-V/def2-TZVPD.

## Properties
Gap between HOMO and LUMO (spin up / spin down) in Eh: 0.294 / 0.348
⟨S²⟩: 3.7629
2S+1: 4
Charge: 0
Electronic energy in a.u.: -4289.4320

```
97
C29H56Cl6N3O3, DFT ωB97M-V/def2-TZVPD
C -2.44 -1.89 4.61
Cl -3.80 -1.17 5.41
Cl -2.49 -3.66 4.86
Cl -0.87 -1.27 5.23
H -2.62 -1.68 3.56
C -1.44 -1.04 0.66
Cl -0.50 -0.67 -0.81
Cl -2.39 0.32 1.28
Cl -0.32 -1.69 1.91
H -2.10 -1.85 0.39
C 3.56 -1.75 1.59
C 4.26 -2.27 2.87
C 3.85 -3.76 2.90
C 4.49 -4.49 4.05
C 6.01 -4.47 3.83
C 6.55 -3.03 3.84
N 5.72 -2.20 2.91
O 6.24 -1.14 2.39
C 6.62 -2.50 5.28
C 7.94 -3.23 3.26
C 3.55 -1.57 4.05
H 2.52 -1.57 1.84
H 3.57 -2.53 0.82
H 3.82 -0.81 1.11
H 2.77 -3.88 3.00
H 4.15 -4.29 1.99
H 4.23 -5.55 4.07
H 4.13 -4.16 5.03
H 6.34 -5.09 3.00
H 6.30 -5.07 4.70
H 7.63 -2.56 5.69
H 6.41 -1.43 5.36
H 6.01 -3.15 5.90
H 8.53 -3.93 3.86
H 7.84 -3.63 2.25
H 8.54 -2.33 3.12
H 2.47 -1.66 3.94
H 3.71 -0.49 4.03
H 3.80 -2.14 4.94
C -4.73 1.10 -1.11
C -5.23 -0.10 -1.92
C -6.76 0.03 -1.79
C -7.44 1.10 -2.64
C -6.96 1.00 -4.10
C -5.42 0.91 -4.27
N -4.82 -0.01 -3.32
O -3.56 -0.26 -3.54
C -5.31 0.48 -5.77
C -4.78 2.31 -4.30
C -4.89 -1.42 -1.23
H -5.00 1.07 -0.06
H -4.88 2.16 -1.36
H -3.64 1.21 -1.27
H -7.14 -0.98 -2.03
H -7.09 0.09 -0.76
H -7.10 2.04 -2.19
H -8.51 1.21 -2.50
H -7.19 1.95 -4.58
H -7.55 0.31 -4.70
H -4.29 0.59 -6.14
H -5.53 -0.59 -5.84
H -5.84 1.26 -6.31
H -3.70 2.29 -4.29
H -5.27 2.91 -5.07
H -5.16 2.85 -3.43
H -3.83 -1.34 -0.97
H -5.09 -2.35 -1.75
H -5.44 -1.50 -0.30
C -1.51 2.98 -2.51
C -0.19 3.25 -1.80
C -0.29 2.95 -0.30
C 0.99 3.07 0.50
C 1.92 1.98 -0.07
C 2.17 2.10 -1.60
N 0.97 2.49 -2.34
O 0.97 2.48 -3.64
C 3.27 3.12 -1.92
C 2.62 0.70 -2.06
C 0.03 4.79 -1.81
H -1.57 1.95 -2.86
H -1.64 3.68 -3.34
H -2.31 3.26 -1.82
H -1.04 3.61 0.15
H -0.72 1.96 -0.15
H 0.89 2.78 1.55
H 1.45 4.06 0.58
H 1.62 0.97 0.19
H 2.88 2.20 0.41
H 3.44 3.18 -3.00
H 2.92 4.05 -1.48
H 4.25 2.80 -1.58
H 2.87 0.67 -3.12
H 3.57 0.43 -1.58
H 1.95 -0.16 -1.96
H -0.18 5.15 -2.82
H 1.00 5.18 -1.50
H -0.78 5.27 -1.27
```


# 2
Computed, not measured: a 2-piece molecular cluster, C7H5F3O2 overall at a distorted geometry, with ωB97M-V/def2-TZVPD.

## Properties
Gap between HOMO and LUMO (spin up / spin down) in Eh: 0.314 / 0.292
⟨S²⟩: 2.0318
2S+1: 3
Charge: 0
Electronic energy in a.u.: -719.5267

```
17
C7H5F3O2, DFT ωB97M-V/def2-TZVPD
C -1.15 -1.46 0.22
C 0.04 -1.09 -0.36
C -2.28 -0.43 0.47
C -1.94 0.99 0.33
C -0.50 1.42 0.11
C 0.29 0.28 -0.36
C 3.92 -0.05 -0.17
O -2.27 0.41 1.58
O 0.17 1.37 -1.14
F 3.35 -1.17 0.23
F 3.01 0.94 0.00
F 4.08 -0.20 -1.51
H -1.56 -2.38 0.29
H 0.77 -1.67 -0.86
H -3.25 -0.88 0.34
H -2.75 1.68 0.09
H 0.08 2.23 0.74
```


# 3
Computed, not measured: C24H73N5O12 as an isolated structure at a distorted geometry, with ωB97M-V/def2-TZVPD.

## Properties
Gap between HOMO and LUMO in Eh: 0.299
Charge: 0
Electronic energy in a.u.: -2133.0855

```
114
C24H73N5O12, DFT ωB97M-V/def2-TZVPD
C 0.04 -0.36 -3.76
C 0.90 -1.14 -4.73
O 1.34 -2.28 -4.15
H 0.61 0.06 -2.93
H -0.77 -0.92 -3.30
H -0.28 0.52 -4.31
H 1.70 -0.56 -5.18
H 0.34 -1.44 -5.62
H 1.92 -1.95 -3.46
C 3.57 1.97 1.44
C 3.58 2.98 2.60
O 3.10 2.31 3.69
H 2.58 1.65 1.10
H 4.10 1.07 1.74
H 3.92 2.44 0.52
H 3.02 3.91 2.49
H 4.55 3.33 2.95
H 2.28 1.90 3.41
C 1.19 3.77 0.11
C 0.83 3.11 1.43
O -0.51 2.69 1.47
H 0.69 4.74 0.14
H 0.74 3.29 -0.77
H 2.27 3.87 0.05
H 0.98 3.84 2.22
H 1.53 2.31 1.66
H -0.98 2.88 0.66
C -2.17 1.32 3.31
C -2.21 -0.04 2.56
O -0.97 -0.67 2.87
H -1.96 1.25 4.38
H -3.00 2.01 3.17
H -1.36 1.88 2.86
H -2.22 0.04 1.48
H -2.99 -0.58 3.10
H -1.11 -1.20 3.66
C 3.81 -0.45 -1.53
C 2.47 -0.47 -2.29
O 2.78 -1.19 -3.45
H 4.04 -1.46 -1.20
H 3.71 0.17 -0.64
H 4.68 -0.05 -2.07
H 2.21 0.58 -2.44
H 1.71 -1.01 -1.72
H 3.42 -0.70 -3.98
C -0.62 -4.06 3.29
C 0.34 -3.01 2.81
O 1.45 -3.35 2.00
H -0.15 -4.60 4.11
H -0.90 -4.75 2.49
H -1.51 -3.54 3.63
H 0.77 -2.28 3.50
H -0.17 -2.31 2.16
H 1.82 -2.51 1.75
C -3.94 -2.02 0.30
C -2.50 -2.33 -0.03
O -2.21 -3.64 0.43
H -4.25 -2.22 1.32
H -4.53 -2.59 -0.42
H -4.10 -0.95 0.13
H -1.82 -1.60 0.40
H -2.26 -2.36 -1.10
H -1.32 -3.87 0.15
C 2.38 -0.25 3.53
C 0.97 0.27 3.36
O 0.99 1.33 2.44
H 2.68 -1.02 4.24
H 2.94 0.61 3.88
H 2.89 -0.39 2.58
H 0.44 0.67 4.22
H 0.40 -0.59 3.01
H 0.08 1.54 2.24
C -0.43 -3.11 -1.84
C -0.27 -3.93 -3.05
O 1.12 -3.94 -3.31
H -0.93 -2.16 -2.02
H 0.54 -2.94 -1.35
H -1.07 -3.57 -1.09
H -0.85 -3.46 -3.84
H -0.68 -4.93 -2.91
H 1.23 -3.08 -3.73
C -3.05 1.97 0.01
O -2.30 2.60 0.75
N -2.67 0.93 -0.64
N -4.18 2.41 -0.52
H -3.40 0.41 -1.10
H -1.69 0.70 -0.51
H -4.71 1.92 -1.22
H -4.39 3.37 -0.28
C -2.18 3.09 -2.71
O -1.91 3.84 -1.84
N -2.56 1.92 -2.59
N -2.01 3.26 -3.98
H -2.83 1.45 -1.73
H -2.63 1.37 -3.44
H -1.88 4.25 -4.12
H -2.60 2.62 -4.49
C 0.89 -1.59 1.14
C 0.66 -0.76 -0.17
C -0.72 -0.05 0.06
O -1.05 0.46 -1.22
C -0.63 1.80 -1.42
N 1.76 0.18 -0.23
H 1.08 -0.92 1.97
H 1.83 -2.14 1.10
H -0.05 -2.10 1.38
H 0.60 -1.39 -1.06
H -0.68 0.65 0.90
H -1.46 -0.83 0.19
H -1.30 2.52 -1.89
H 0.25 1.68 -2.06
H -0.29 2.26 -0.50
H 1.87 0.77 -1.04
H 1.60 0.88 0.48
```


# 4
Computed, not measured: one molecule with the formula C4H5NO at a distorted geometry, with ωB97M-V/def2-TZVPD.

## Properties
Gap between HOMO and LUMO in Eh: 0.346
Structure (SMILES): C#C/C(C)=N/O
Charge: 0
Electronic energy in a.u.: -285.2320

```
11
C4H5NO, DFT ωB97M-V/def2-TZVPD
C -0.63 -0.95 0.08
C 0.16 0.26 -0.36
N -0.24 1.46 -0.32
O -1.57 1.50 0.10
C 1.54 0.04 -0.81
C 2.32 -0.29 0.06
H -1.24 -1.25 -0.77
H -0.01 -1.80 0.38
H -1.30 -0.68 0.90
H -1.81 2.39 -0.18
H 2.78 -0.70 0.92
```


# 5
Computed, not measured: a 4-piece molecular cluster, C21H47N4O7PSi overall at a distorted geometry, with ωB97M-V/def2-TZVPD.

## Properties
Gap between HOMO and LUMO in Eh: 0.319
Structure (SMILES): N=P(O)(O)[Si@](CCCC(=O)O)(CC(N)(N)N)c1ccccc1.CC(C)O.CC(C)O.CC(C)O
Charge: 0
Electronic energy in a.u.: -2204.9721

```
81
C21H47N4O7PSi, DFT ωB97M-V/def2-TZVPD
N -0.87 -0.67 4.68
P 0.22 -0.08 3.73
O 1.68 -0.79 4.02
O 0.34 1.53 4.07
Si -0.52 -0.40 1.63
C -1.39 1.24 1.17
C -2.87 1.25 1.70
C -3.87 0.73 0.65
C -5.06 0.00 1.23
O -5.08 -0.58 2.29
O -6.21 0.01 0.44
C -1.82 -1.75 1.54
C -1.33 -3.13 2.00
N -1.66 -4.12 0.97
N 0.15 -3.14 2.28
N -2.03 -3.46 3.25
C 0.86 -0.75 0.39
C 2.04 -1.41 0.67
C 2.99 -1.66 -0.28
C 2.78 -1.23 -1.58
C 1.63 -0.57 -1.90
C 0.69 -0.33 -0.93
H -1.23 0.08 5.27
H 2.29 -0.10 4.31
H 1.05 1.94 3.56
H -1.46 1.38 0.09
H -0.90 2.07 1.69
H -3.18 2.26 1.99
H -2.95 0.64 2.61
H -4.24 1.53 0.00
H -3.32 0.04 0.00
H -6.74 0.78 0.70
H -2.12 -1.84 0.48
H -2.74 -1.53 2.09
H -1.07 -3.99 0.15
H -1.54 -5.05 1.35
H 0.28 -3.77 3.07
H 0.61 -3.62 1.51
H -1.54 -2.93 3.97
H -1.80 -4.43 3.48
H 2.24 -1.79 1.67
H 3.91 -2.19 -0.06
H 3.51 -1.43 -2.36
H 1.40 -0.23 -2.92
H -0.24 0.19 -1.17
C 0.07 3.56 6.47
C 1.35 4.31 6.13
C 2.02 4.85 7.38
O 1.05 5.39 5.24
H -0.65 4.21 6.96
H -0.40 3.18 5.56
H 0.28 2.71 7.13
H 2.04 3.65 5.60
H 1.36 5.55 7.90
H 2.93 5.40 7.12
H 2.28 4.04 8.07
H 0.44 5.98 5.70
C -0.25 2.70 -5.92
C 0.72 1.99 -4.99
C 2.07 2.69 -4.95
O 0.90 0.64 -5.42
H 0.13 2.70 -6.94
H -1.21 2.17 -5.94
H -0.42 3.73 -5.60
H 0.30 1.95 -3.98
H 2.53 2.70 -5.95
H 2.76 2.17 -4.29
H 1.97 3.72 -4.61
H 1.27 0.66 -6.31
C 2.61 -3.21 -6.59
C 1.24 -3.53 -6.02
C 0.20 -3.64 -7.13
O 0.85 -2.52 -5.10
H 2.60 -2.25 -7.11
H 3.35 -3.13 -5.79
H 2.94 -3.98 -7.29
H 1.28 -4.47 -5.47
H 0.11 -2.69 -7.67
H -0.79 -3.86 -6.71
H 0.45 -4.42 -7.84
H 0.81 -1.68 -5.57
```


# 6
Computed, not measured: a 10-piece molecular cluster, C4H26NO11S overall at a distorted geometry, with ωB97M-V/def2-TZVPD.

## Properties
Gap between HOMO and LUMO in Eh: 0.328
Charge: -1
Electronic energy in a.u.: -1448.7314

```
43
C4H26NO11S, DFT ωB97M-V/def2-TZVPD
O -1.90 -2.05 0.53
C -0.94 -1.25 0.66
O -0.60 -0.74 1.77
C -0.09 -0.76 -0.53
C -0.22 0.78 -0.71
C -0.09 1.13 -2.21
S -1.72 1.04 -3.01
N 1.31 -1.15 -0.23
H -0.39 -1.24 -1.46
H 0.62 1.22 -0.15
H -1.12 1.10 -0.15
H 0.25 2.17 -2.29
H 0.64 0.47 -2.70
H -1.85 -0.28 -3.25
H 1.61 -0.91 0.70
H 1.42 -2.13 -0.45
H -3.47 1.10 2.54
H -2.42 2.03 2.71
O -3.33 2.06 2.39
H 0.80 -0.62 2.80
H 1.26 0.44 3.73
O 1.64 -0.14 3.05
H -2.29 -4.13 -0.92
H -1.87 -2.77 -0.98
O -1.92 -3.56 -1.60
H 3.02 3.79 -1.61
H 2.59 2.28 -1.70
O 2.76 3.09 -2.22
H 4.06 0.33 -2.04
H 2.60 -0.06 -1.27
O 3.30 0.59 -1.50
H 3.17 0.67 2.32
H 3.29 1.73 1.24
O 3.75 1.41 2.03
H -3.38 -1.19 2.17
H -2.09 -0.80 2.85
O -3.07 -0.77 2.98
H -0.38 0.98 2.42
H 0.08 2.35 2.18
O -0.46 1.88 2.81
H -0.77 -2.69 -3.53
H -2.21 -2.94 -3.40
O -1.59 -2.45 -3.97
```


# 7
Computed, not measured: C27H27N7O4Pd as an isolated structure at a distorted geometry, with ωB97M-V/def2-TZVPD.

## Properties
Gap between HOMO and LUMO (spin up / spin down) in Eh: 0.259 / 0.260
Charge: 0
Electronic energy in a.u.: -1857.0324

```
66
C27H27N7O4Pd, DFT ωB97M-V/def2-TZVPD
Pd -1.36 1.18 0.28
C -0.71 3.92 1.62
N -0.83 3.66 0.19
C 0.31 4.27 -0.49
C -2.09 4.23 -0.32
C -3.29 3.50 0.26
C -4.49 4.18 0.43
C -5.58 3.55 1.01
C -5.47 2.23 1.42
C -4.28 1.54 1.22
C -3.19 2.16 0.63
H -0.55 4.99 1.82
H 0.13 3.37 2.02
H -1.62 3.61 2.13
H 0.42 5.33 -0.22
H 0.20 4.19 -1.57
H 1.22 3.76 -0.19
H -2.10 4.12 -1.41
H -2.14 5.30 -0.09
H -4.58 5.21 0.12
H -6.51 4.08 1.13
H -6.31 1.74 1.89
H -4.21 0.50 1.53
O -2.71 -0.10 -1.13
C -3.13 -1.22 -0.82
C -2.38 -2.29 -0.23
C -2.94 -3.57 -0.13
C -2.20 -4.63 0.37
C -0.86 -4.44 0.76
C -0.30 -3.20 0.71
C -1.05 -2.05 0.28
O -0.52 -0.91 0.36
N -2.79 -5.91 0.51
O -2.13 -6.79 1.03
O -3.93 -6.07 0.11
H -4.19 -1.46 -1.04
H -3.96 -3.74 -0.44
H -0.30 -5.29 1.12
H 0.71 -3.02 1.02
C 0.85 1.21 -1.80
C 1.52 1.08 -0.47
N 0.96 1.29 0.70
C 1.92 1.06 1.64
C 3.09 0.73 1.02
N 2.83 0.74 -0.32
C 3.79 0.48 -1.36
N 4.63 -0.62 -1.01
N 5.89 -0.43 -0.58
N 6.43 -1.52 -0.27
C 5.53 -2.53 -0.46
C 5.63 -3.91 -0.27
C 4.51 -4.66 -0.55
C 3.31 -4.07 -0.98
C 3.19 -2.71 -1.18
C 4.33 -1.95 -0.93
H -0.15 1.64 -1.63
H 0.73 0.22 -2.26
H 1.43 1.84 -2.47
H 1.72 1.14 2.69
H 4.06 0.48 1.41
H 4.44 1.35 -1.51
H 3.25 0.25 -2.29
H 6.55 -4.35 0.08
H 4.55 -5.73 -0.43
H 2.45 -4.70 -1.15
H 2.26 -2.26 -1.50
```


# 8
Computed, not measured: a 2-piece molecular cluster, C4H14NOSi overall at a distorted geometry, with ωB97M-V/def2-TZVPD.

## Properties
Gap between HOMO and LUMO in Eh: 0.333
Charge: +1
Electronic energy in a.u.: -579.9503

```
21
C4H14NOSi, DFT ωB97M-V/def2-TZVPD
C -1.61 1.98 -0.55
C -0.79 0.92 -1.28
C -0.76 -0.43 -0.56
C 0.21 -0.46 0.59
N 0.13 -1.93 1.23
O 0.00 0.39 1.62
Si 2.87 -0.31 -0.12
H -1.68 2.88 -1.16
H -1.15 2.26 0.39
H -2.62 1.62 -0.37
H 0.24 1.27 -1.42
H -1.23 0.77 -2.27
H -1.78 -0.65 -0.21
H -0.48 -1.21 -1.27
H -0.84 -2.25 1.31
H 0.66 -2.60 0.67
H 0.53 -1.86 2.17
H -0.93 0.62 1.74
H 3.39 -0.93 1.08
H 3.09 1.10 -0.32
H 2.73 -1.17 -1.29
```


# 9
Computed, not measured: C2H4HgO as an isolated structure at a distorted geometry, with ωB97M-V/def2-TZVPD.

## Properties
Gap between HOMO and LUMO (spin up / spin down) in Eh: 0.216 / 0.241
Charge: 0
Electronic energy in a.u.: -307.0667

```
8
C2H4HgO, DFT ωB97M-V/def2-TZVPD
C -0.07 -0.80 0.11
C -1.22 0.13 0.17
O -2.39 -0.18 -0.20
Hg 1.48 0.33 -0.71
H -0.23 -1.60 -0.63
H 0.28 -1.10 1.11
H -0.04 1.50 -0.66
H -1.10 0.87 1.00
```